[1]
The following is a DFT calculation (ωB97M-V with the def2-TZVPD basis set) of a cluster of 3 separate species, C32H74Br2O9P3 in total.

Geometry (Å):
C 6.66480 1.59486 2.79538
C 5.82493 0.58822 1.98125
C 5.35863 -0.58817 2.83489
C 4.20371 -1.44300 2.24302
C 3.92285 -1.25203 0.74393
C 5.00370 -1.88868 -0.15319
C 5.55205 -1.04557 -1.32647
C 4.58818 -0.09761 -2.04160
C 3.77401 -0.73978 -3.17605
C 2.46974 -1.41740 -2.70211
C 1.26959 -0.45324 -2.78175
C 0.15262 -0.87801 -1.77685
C 0.43891 -0.25551 -0.41405
P -0.90431 -0.00974 0.92966
O 0.05370 -0.77944 2.19956
C -2.01346 1.08884 -0.22376
C -1.67782 2.59505 0.00041
C -0.53392 3.14177 -0.88013
C 0.72547 3.51455 -0.08295
C -1.83511 -1.71594 0.61509
Br -3.21062 -1.72316 -0.84483
C -1.13742 -3.09023 0.40834
C -1.98618 -4.16787 1.10996
Br 0.70973 -3.45721 0.91889
H 5.98629 2.28753 3.29229
H 7.27891 2.16421 2.09576
H 7.30700 1.09167 3.51817
H 4.97130 1.15510 1.60266
H 6.37533 0.26078 1.09847
H 5.00572 -0.15700 3.77607
H 6.20897 -1.24199 3.03971
H 3.27876 -1.32593 2.80963
H 4.47262 -2.49947 2.35461
H 3.71176 -0.20359 0.54377
H 2.98780 -1.78371 0.56375
H 5.85555 -2.12717 0.49429
H 4.63043 -2.85745 -0.49207
H 6.44018 -0.51425 -0.97822
H 5.92035 -1.74979 -2.08059
H 5.20051 0.67781 -2.51665
H 3.88625 0.43524 -1.39697
H 3.45425 0.09255 -3.81439
H 4.38399 -1.38314 -3.81526
H 2.31294 -2.28060 -3.35626
H 2.56333 -1.82963 -1.69367
H 0.86387 -0.58610 -3.78973
H 1.61559 0.56516 -2.59710
H -0.78662 -0.63127 -2.27044
H 0.23856 -1.96992 -1.78335
H 0.83026 0.75122 -0.59648
H 1.28880 -0.77517 0.03146
H -1.88940 0.27664 1.96891
H -0.21316 1.22708 1.29166
H 0.76859 -0.18325 2.41885
H -3.05853 1.04420 0.08208
H -1.84578 0.94040 -1.29118
H -1.56680 2.83718 1.06007
H -2.58551 3.12302 -0.32519
H -0.88195 4.10092 -1.28273
H -0.30383 2.51755 -1.74539
H 1.20762 2.64482 0.35825
H 0.46157 4.18712 0.73718
H 1.40014 4.09076 -0.72441
H -2.47614 -1.83176 1.48741
H -1.21638 -3.35418 -0.64217
H -1.55320 -5.15993 0.99757
H -2.14091 -3.90687 2.15849
H -2.96914 -4.13596 0.63103
O -6.96460 -8.77714 3.95273
P -6.90901 -7.30972 4.13259
O -5.39251 -6.93724 4.58609
C -4.26899 -7.68307 4.11933
C -3.85549 -7.28877 2.71704
O -7.74166 -7.05786 5.50383
C -8.44507 -8.11337 6.14992
C -7.57747 -8.79264 7.19029
O -7.35403 -5.85167 3.62605
C -6.67363 -5.16924 2.56377
C -6.90739 -5.81005 1.21135
H -4.45644 -8.75718 4.17127
H -3.45380 -7.46978 4.81215
H -4.67640 -7.44399 2.01359
H -3.00593 -7.88638 2.38499
H -3.56970 -6.23757 2.66806
H -8.82630 -8.83038 5.42378
H -9.31175 -7.65967 6.63532
H -6.62349 -9.10665 6.76697
H -8.08325 -9.66747 7.60279
H -7.35399 -8.10351 8.00637
H -5.61220 -5.07583 2.79341
H -7.07522 -4.15639 2.55669
H -6.63567 -6.86916 1.21988
H -6.31962 -5.30343 0.44581
H -7.96101 -5.74700 0.93638
O 1.20078 6.86856 -2.78606
P 1.93313 7.49577 -3.90431
O 0.80929 8.07315 -4.94043
C -0.44580 8.55698 -4.47115
C -0.36883 9.97133 -3.92993
O 2.54076 6.24979 -4.73352
C 2.44454 4.90950 -4.24013
C 1.20002 4.22171 -4.75838
O 3.17357 8.40055 -4.40254
C 3.14282 9.82541 -4.34701
C 3.20301 10.35610 -2.92776
H -0.86838 7.88639 -3.72140
H -1.11862 8.53857 -5.33011
H 0.33870 10.03309 -3.10066
H -1.34534 10.29440 -3.56737
H -0.04346 10.67116 -4.70159
H 2.48148 4.89142 -3.15201
H 3.33072 4.38189 -4.59678
H 0.30281 4.81049 -4.56652
H 1.07997 3.24368 -4.29007
H 1.26207 4.08481 -5.83981
H 2.27679 10.20753 -4.88949
H 4.02231 10.16439 -4.89564
H 2.40790 9.93203 -2.30961
H 3.10818 11.44241 -2.92282
H 4.15242 10.09054 -2.46199

Calculated values
Charge: -1
E_LUMO, eV: 2.03
HOMO, Ha: -0.1515
Energy, a.u.: -8112.99860
Gap between HOMO and LUMO, eV: 6.15

[2]
The following is a DFT calculation (ωB97M-V with the def2-TZVPD basis set) of a cluster of 12 separate species, C32H74Cl9N9O9 in total.

Geometry (Å):
C 0.66517 -2.83526 2.49215
Cl -0.48293 -1.87567 3.45585
Cl 0.10068 -4.51909 2.28240
Cl 2.11638 -2.94080 3.35893
H 0.85645 -2.41642 1.50417
C -2.56790 1.53718 -3.94753
Cl -2.02622 0.88557 -5.50788
Cl -4.25490 1.99308 -4.04787
Cl -1.66685 2.93687 -3.47854
H -2.44729 0.72661 -3.22883
C 3.11930 2.06054 3.35293
Cl 2.66208 3.47002 2.38875
Cl 3.41317 0.60114 2.37681
Cl 1.91387 1.83542 4.55102
H 4.08424 2.32113 3.78777
C -1.71711 -0.82942 -0.27457
C -1.08821 0.48755 0.15788
C 0.33113 0.60698 -0.50072
O 1.27072 -0.37018 0.09076
C 2.52387 -0.48546 -0.60062
N -1.89447 1.51317 -0.45036
H -2.75455 -0.85939 0.05847
H -1.22879 -1.68386 0.19403
H -1.49495 -0.95990 -1.33369
H -1.10258 0.55777 1.24553
H 0.66301 1.63143 -0.33204
H 0.33840 0.44779 -1.57901
H 2.45897 -0.98120 -1.56920
H 3.04361 -1.14949 0.09006
H 3.11731 0.42832 -0.63110
H -2.88916 1.43742 -0.29241
H -1.69046 2.49169 -0.30548
C -7.07010 -6.68636 -0.77460
C -7.57222 -5.26841 -0.85985
C -6.46212 -4.32091 -1.31329
O -5.38925 -4.38003 -0.35555
C -4.32509 -3.59561 -0.74191
N -8.65069 -5.31310 -1.79048
H -7.81583 -7.46780 -0.62853
H -6.35058 -6.75921 0.04093
H -6.49728 -7.08170 -1.61346
H -7.99600 -5.01169 0.11103
H -6.81406 -3.29433 -1.41513
H -6.17924 -4.47955 -2.35393
H -3.87821 -4.10362 -1.59650
H -3.59922 -3.65879 0.06878
H -4.56670 -2.54438 -0.89892
H -8.23899 -5.50493 -2.69260
H -9.09936 -4.41042 -1.85341
C 5.13438 2.70711 -1.22350
O 5.46145 3.69061 -0.52495
N 5.66130 2.39357 -2.39738
C 5.14505 1.25336 -3.09136
C 6.67720 3.28731 -3.03636
H 4.33899 1.99933 -0.94312
H 4.33692 0.72378 -2.58682
H 5.94453 0.51259 -3.10533
H 4.83202 1.50581 -4.10446
H 7.54890 2.64759 -3.17420
H 6.38620 3.67841 -4.01127
H 6.90827 4.08913 -2.33509
C 4.45681 -3.11903 -2.07205
O 3.41947 -2.93861 -2.66152
N 4.53165 -3.81234 -0.90473
C 5.76034 -4.33265 -0.29845
C 3.36858 -4.35931 -0.22000
H 5.47435 -2.82155 -2.36925
H 6.70017 -4.04566 -0.77011
H 5.63798 -5.40336 -0.46193
H 5.84223 -4.03402 0.74664
H 3.54937 -5.42912 -0.11549
H 3.29576 -3.76394 0.69013
H 2.45443 -4.37518 -0.81344
C 1.16461 5.03668 -2.38582
O 1.29800 6.23676 -2.12160
N 1.96753 4.54096 -3.37095
C 2.00015 3.10121 -3.73811
C 2.95201 5.36838 -4.18875
H 0.39453 4.34845 -2.00435
H 1.50517 2.91410 -4.69105
H 1.48285 2.42938 -3.05317
H 3.01212 2.71674 -3.86535
H 4.00162 5.09997 -4.06883
H 2.71909 5.32183 -5.25256
H 2.91066 6.38457 -3.79663
C -5.16820 -3.11332 4.94708
O -4.73525 -2.08156 5.49597
N -4.71907 -3.54184 3.78992
C -5.17285 -4.80475 3.18774
C -3.56278 -2.96485 3.11892
H -5.96581 -3.71421 5.41072
H -4.37273 -5.54383 3.22836
H -5.47043 -4.61778 2.15595
H -6.05493 -5.33872 3.54119
H -3.72435 -2.82038 2.05069
H -3.28477 -1.97584 3.48316
H -2.67573 -3.59444 3.18859
C -5.17048 2.64026 0.70935
O -4.71394 1.64668 0.21479
N -5.23028 2.83726 2.07101
C -5.74706 4.09505 2.63496
C -4.66043 1.90255 3.00068
H -5.59817 3.52218 0.20785
H -6.21334 4.72277 1.87557
H -4.91623 4.73514 2.93179
H -6.42011 3.91715 3.47368
H -5.36205 1.57944 3.76973
H -4.31293 0.97735 2.54095
H -3.89504 2.46499 3.53541
C -1.83558 4.90874 1.17149
O -1.51315 4.30404 0.14558
N -1.51448 4.41081 2.39803
C -2.04950 5.02459 3.57397
C -0.84427 3.18051 2.52096
H -2.35641 5.87198 1.28602
H -2.52155 4.27765 4.21221
H -2.66954 5.91155 3.44370
H -1.20133 5.24289 4.22286
H -0.34143 2.97732 1.57546
H 0.01336 3.38469 3.16196
H -1.42682 2.32549 2.86398
C 8.68312 -0.63895 -1.46363
O 8.23959 -1.63075 -2.06694
N 7.97557 0.01191 -0.46294
C 8.50649 1.16771 0.24247
C 6.63427 -0.41691 0.07455
H 9.61756 -0.10912 -1.70507
H 7.69857 1.73806 0.70080
H 8.91762 1.88921 -0.46359
H 9.14828 0.95665 1.09785
H 6.12990 -1.20268 -0.48784
H 6.75262 -0.68302 1.12492
H 5.96289 0.43263 -0.05043

Calculated values
Charge: -1
E_LUMO (alpha / beta), eV: 1.89 / 1.83
HOMO (alpha / beta), Ha: 0.0178 / -0.2438
Multiplicity: 2
Energy, a.u.: -6575.21043
Gap between HOMO and LUMO (alpha / beta), eV: 1.41 / 8.47
Expectation value of S²: 0.75